Record 1
A cluster of 2 separate species, C2H4N3 in total at a distorted geometry, computed with ωB97M-V/def2-TZVPD.

XYZ file:
```
9
Properties=species:S:1:pos:R:3:forces:R:3:mulliken_charge:R:1
C 1.9505 0.1553 -0.1577 0.53 0.26 0.25 -0.263
H -0.8110 -1.4225 0.3090 -0.07 1.94 -0.31 0.293
H -2.1539 0.4460 -1.3520 -1.40 1.38 -3.36 0.279
N 3.0999 0.3217 -0.0618 -0.58 -0.49 -0.52 -0.020
H 4.0869 0.2344 -0.2484 -0.19 0.21 0.27 0.313
N -0.8592 0.9191 0.2609 1.13 0.94 0.90 -0.180
C -1.3912 -0.4654 0.4977 -2.04 -2.14 1.71 -0.070
N -1.6602 0.5138 -0.5353 0.52 -3.52 2.79 0.364
H -2.2617 -0.7023 1.2876 2.10 1.42 -1.74 0.284
```
Positions in Å, forces in eV/Å.

- total energy (eV) = -6596.029
- LUMO level (eV) = -6.735
- net charge = +1
- Kohn-Sham gap (Ha) = 0.3310

---

Record 2
A cluster of 2 separate species, C2H4N3P in total at a distorted geometry, computed with ωB97M-V/def2-TZVPD.

XYZ file:
```
10
Properties=species:S:1:pos:R:3:forces:R:3:mulliken_charge:R:1
N -2.2016 0.4292 0.1315 -0.20 0.34 -0.07 0.115
H 2.0831 0.7326 -0.1444 -0.11 0.15 -0.05 0.125
C -0.4063 -0.6346 0.1613 -0.43 0.10 0.05 -0.083
P 3.3494 0.1797 0.0696 0.61 0.22 0.33 -0.049
H 0.3064 -1.4298 0.2688 0.06 -0.15 0.02 0.379
H -3.1912 0.5932 0.2180 0.12 0.03 -0.02 0.211
N -0.0586 0.6225 -0.1909 -1.31 1.75 -0.33 -0.367
N -1.6930 -0.7995 0.3672 -0.18 -0.57 0.16 -0.604
C -1.2125 1.2595 -0.2006 1.53 -1.48 0.18 0.261
H 3.0243 -0.9528 -0.6804 -0.09 -0.41 -0.26 0.012
```
Positions in Å, forces in eV/Å.

- total energy (eV) = -15892.949
- LUMO level (alpha / beta) (eV) = -0.925 / -2.084
- Kohn-Sham gap (alpha / beta) (Ha) = 0.3295 / 0.2401

---

Record 3
A structure of composition C2H4N3PS at a distorted geometry, computed with ωB97M-V/def2-TZVPD.

XYZ file:
```
11
Properties=species:S:1:pos:R:3:forces:R:3:mulliken_charge:R:1
H -0.1052 -1.0244 -2.0489 -0.93 0.10 1.16 0.303
P -1.0892 1.7898 1.4857 0.18 -0.64 0.07 0.093
N -0.5647 1.3128 -0.0077 -0.10 0.24 -0.68 -0.210
N -0.0727 0.0097 -0.0347 -1.25 0.88 1.07 0.184
C 0.4648 -0.5803 -1.2125 3.85 -2.32 -0.44 -0.766
N -0.6605 0.4080 2.1525 -0.72 1.45 0.65 -0.334
C -0.0929 -0.4574 1.3012 0.70 -0.62 -1.04 0.338
H 1.2381 -1.4269 -0.8292 -2.12 1.70 -0.66 0.233
H -0.8726 1.7611 -0.8496 0.22 -0.19 -0.59 0.265
S 0.5859 -1.8397 1.8323 0.50 -1.16 -0.30 -0.415
H 1.1691 0.0474 -1.7894 -0.32 0.57 0.75 0.310
```
Positions in Å, forces in eV/Å.

- total energy (eV) = -26731.666
- LUMO level (eV) = -0.547
- Kohn-Sham gap (Ha) = 0.2708

---

Record 4
The molecule C2H4N4, computed with ωB97M-V/def2-TZVPD.

XYZ file:
```
10
Properties=species:S:1:pos:R:3:forces:R:3:mulliken_charge:R:1
H -2.1220 -0.8214 -0.2385 0.02 0.19 -0.03 0.241
H 0.3405 -0.4013 -1.6369 0.05 -0.49 -0.07 0.278
C -0.4458 0.1925 0.1655 0.11 0.07 0.09 0.398
H 2.6145 -0.5864 -0.3416 -0.11 0.25 -0.04 0.385
H -2.3437 0.6255 0.5508 0.03 -0.01 -0.06 0.290
N -1.7959 0.1349 -0.1445 -0.05 0.06 0.14 -0.517
N 0.1281 0.7896 1.1670 -0.25 -0.27 -0.09 -0.418
N 0.4684 -0.4413 -0.6383 -0.01 0.32 0.04 -0.219
N 1.4922 0.5556 1.0420 0.12 -0.26 -0.12 -0.329
C 1.6733 -0.1598 -0.0203 0.10 0.15 0.14 -0.110
```
Positions in Å, forces in eV/Å.

- total energy (eV) = -8098.809
- LUMO level (eV) = 0.769
- Kohn-Sham gap (Ha) = 0.3631

---

Record 5
A structure of composition C2H4N4, computed with ωB97M-V/def2-TZVPD.

XYZ file:
```
10
Properties=species:S:1:pos:R:3:forces:R:3:mulliken_charge:R:1
N -1.4032 0.9552 -0.2404 0.10 -0.06 0.03 -0.219
H 2.4482 0.2593 -0.2186 -0.07 -0.07 0.06 0.258
N -1.5939 -0.3620 0.0254 -0.09 -0.04 -0.14 0.065
H -2.4414 -0.8170 -0.2817 0.08 0.07 0.07 0.254
N -0.4429 -1.0485 0.0526 0.13 0.34 0.04 -0.530
H 2.0855 -1.3765 0.0024 -0.01 0.11 0.04 0.260
H -1.0578 1.6923 0.5991 -0.16 0.08 0.16 0.436
N 1.8316 -0.4195 0.2032 0.02 -0.04 -0.11 -0.505
C 0.4951 -0.1289 0.0363 -0.07 -0.03 -0.03 0.708
C -0.0430 1.2041 -0.1860 0.06 -0.35 -0.12 -0.728
```
Positions in Å, forces in eV/Å.

- total energy (eV) = -8095.027
- LUMO level (eV) = 0.940
- Kohn-Sham gap (Ha) = 0.3590

---

Record 6
The molecule C2H4N4, computed with ωB97M-V/def2-TZVPD.

XYZ file:
```
10
Properties=species:S:1:pos:R:3:forces:R:3:mulliken_charge:R:1
H 1.0004 -2.5941 -0.0989 0.00 0.04 0.03 0.241
N 1.4891 -0.8847 -0.4822 -0.41 -0.44 0.25 -0.139
C 0.7394 1.2605 0.4306 -0.24 0.10 0.07 -0.449
C -0.2965 0.6651 -0.0550 0.19 0.09 0.03 0.550
H 1.2869 2.0393 0.9318 -0.11 -0.03 -0.10 0.362
H -2.3242 1.0185 -0.0899 0.09 -0.04 0.29 0.209
N -1.5879 0.3667 -0.2912 0.05 0.02 -0.17 -0.408
N 0.9784 0.4069 -0.7616 -0.12 -0.02 -0.12 -0.275
H -1.8119 -0.6110 -0.3850 0.02 0.18 -0.12 0.235
N 0.5708 -1.6703 -0.2139 0.51 0.10 -0.16 -0.325
```
Positions in Å, forces in eV/Å.

- total energy (eV) = -8094.249
- LUMO level (eV) = 0.946
- Kohn-Sham gap (Ha) = 0.3394

---

Record 7
A structure of composition C2H4N4 at a distorted geometry, computed with ωB97M-V/def2-TZVPD.

XYZ file:
```
10
Properties=species:S:1:pos:R:3:forces:R:3:mulliken_charge:R:1
N -2.5319 0.1717 -0.5136 7.66 -3.02 4.83 -0.441
C -1.5017 -0.2324 0.0914 -7.21 2.06 -4.16 0.450
N -0.2921 -0.7814 0.4442 -1.31 -1.86 4.42 -0.344
H -0.1275 -1.2231 1.6507 -1.04 1.72 -4.94 0.405
H 1.9297 -1.0330 -1.3380 -0.34 0.84 2.11 0.259
N 0.6259 1.3790 0.2555 1.00 -2.38 -0.17 -0.553
C 0.7180 0.0895 0.1427 4.49 2.31 -1.85 0.320
H 1.5347 1.7432 -0.0921 -0.94 0.14 0.16 0.210
N 2.0018 -0.5970 -0.3584 -1.08 1.58 -0.46 -0.566
H 2.7388 0.1645 -0.4192 -1.23 -1.40 0.05 0.260
```
Positions in Å, forces in eV/Å.

- total energy (eV) = -8096.068
- LUMO level (eV) = -0.260
- Kohn-Sham gap (Ha) = 0.3617

---

Record 8
The molecule C2H4N4 at a distorted geometry, computed with ωB97M-V/def2-TZVPD.

XYZ file:
```
10
Properties=species:S:1:pos:R:3:forces:R:3:mulliken_charge:R:1
H 2.6901 0.3289 0.3543 -1.65 2.38 -2.29 0.376
N 1.9243 0.7391 -0.5131 3.51 -2.79 2.85 -0.485
N -0.5846 1.7428 -0.4927 -0.43 0.49 0.06 -0.565
H -1.4600 -1.5587 1.0073 -0.39 -0.03 0.33 0.285
H -1.2958 2.4149 -0.7645 -0.47 -0.11 -0.10 0.223
C -0.1979 -0.3374 0.1168 0.31 -0.57 0.52 -0.289
H -0.5403 -2.2998 -0.0955 -0.06 -0.28 -0.27 0.227
N -1.1183 0.6453 -0.2251 0.63 0.69 0.22 -0.079
N -0.5395 -1.5848 0.6121 -0.69 -0.99 0.02 -0.582
C 1.0816 0.0003 -0.0236 -0.75 1.22 -1.34 0.887
```
Positions in Å, forces in eV/Å.

- total energy (eV) = -8094.419
- LUMO level (alpha / beta) (eV) = -0.060 / -0.059
- Kohn-Sham gap (alpha / beta) (Ha) = 0.2931 / 0.2932

---

Which value of total energy does entry 3 give? -26731.666 eV